{"formula": "C30H79BF4N5O10Pd", "method": "the ωB97M-V functional and the def2-TZVPD basis", "homo_ev": [-9.930, -9.929], "s_squared": 2.01, "fmax_ev_per_a": 4.26, "homo_lumo_gap_ev": [5.24, 1.55], "spin_multiplicity": 3, "charge": 1, "species": ["Pd", "B", "F", "F", "F", "F", "C", "C", "O", "H", "H", "H", "H", "H", "H", "C", "C", "O", "H", "H", "H", "H", "H", "H", "C", "O", "C", "C", "N", "C", "C", "O", "C", "H", "H", "H", "H", "H", "H", "H", "H", "H", "H", "H", "H", "H", "H", "H", "C", "O", "C", "C", "N", "C", "C", "O", "C", "H", "H", "H", "H", "H", "H", "H", "H", "H", "H", "H", "H", "H", "H", "H", "C", "O", "C", "C", "N", "C", "C", "O", "C", "H", "H", "H", "H", "H", "H", "H", "H", "H", "H", "H", "H", "H", "H", "H", "C", "C", "C", "O", "C", "N", "H", "H", "H", "H", "H", "H", "H", "H", "H", "H", "H", "C", "C", "C", "O", "C", "N", "H", "H", "H", "H", "H", "H", "H", "H", "H", "H", "H"], "positions_angstrom": [[1.0411, 9.2699, 4.5050], [-1.7016, 12.8334, 7.3482], [-1.0175, 13.6274, 8.2243], [-2.7555, 13.5554, 6.7726], [-0.7922, 12.3052, 6.4366], [-2.2187, 11.7772, 7.9857], [5.7419, 8.4296, 8.6454], [4.2391, 8.5889, 8.9714], [3.5492, 9.3324, 7.9866], [5.9595, 8.0526, 7.6461], [6.2400, 7.7542, 9.3410], [6.2729, 9.3806, 8.6861], [4.1459, 9.1281, 9.9141], [3.8603, 7.5737, 9.0899], [3.6014, 10.2524, 8.2556], [0.0912, 18.9486, 10.8332], [-1.0505, 18.3258, 11.6867], [-1.2493, 19.3329, 12.6668], [0.9824, 19.1138, 11.4386], [-0.2673, 19.7994, 10.2538], [0.4162, 18.2776, 10.0380], [-0.7137, 17.4045, 12.1618], [-2.0090, 18.2127, 11.1801], [-0.5189, 19.2927, 13.2885], [-0.7960, 16.6761, -0.5116], [-1.8406, 17.5921, -0.3209], [-3.1018, 17.0288, -0.0519], [-4.1475, 18.1823, -0.1776], [-5.4776, 17.9292, 0.4647], [-6.2146, 16.8705, -0.1949], [-7.4695, 16.3956, 0.5977], [-7.1368, 15.7116, 1.7782], [-6.6164, 14.4228, 1.5586], [-0.4638, 16.2240, 0.4229], [0.0790, 17.1715, -0.9324], [-1.0979, 15.8837, -1.1966], [-3.1387, 16.6474, 0.9686], [-3.4361, 16.2255, -0.7084], [-4.1732, 18.6625, -1.1558], [-3.7744, 19.0371, 0.3866], [-5.3362, 17.6285, 1.4185], [-5.6346, 15.9893, -0.4690], [-6.6309, 17.2712, -1.1191], [-8.1268, 15.8811, -0.1032], [-7.9610, 17.2849, 0.9921], [-6.1124, 14.2823, 2.5148], [-5.9741, 14.3806, 0.6789], [-7.3128, 13.6059, 1.3695], [-9.4864, 15.1729, 8.6895], [-9.5558, 13.9430, 9.3720], [-8.3491, 13.3713, 9.7051], [-8.5390, 12.1206, 10.5974], [-9.0312, 10.9666, 9.8581], [-7.8813, 10.3701, 9.1891], [-8.3691, 9.1959, 8.2162], [-8.8344, 9.7384, 6.9714], [-8.9772, 8.8212, 5.9102], [-9.1995, 15.9688, 9.3766], [-10.4484, 15.5296, 8.3213], [-8.7704, 15.1485, 7.8680], [-7.8259, 14.1436, 10.2688], [-7.7966, 13.1742, 8.7864], [-9.2515, 12.3831, 11.3794], [-7.5675, 11.8623, 11.0188], [-9.6834, 11.3901, 9.2135], [-7.2228, 10.0179, 9.9832], [-7.3635, 11.0794, 8.5435], [-9.1771, 8.6921, 8.7467], [-7.4967, 8.5441, 8.1701], [-9.4058, 9.3110, 5.0358], [-9.5870, 7.9872, 6.2576], [-7.9918, 8.4563, 5.6204], [-1.9624, 7.3133, 9.6462], [-3.0227, 7.0318, 8.7427], [-2.6628, 5.9335, 7.8435], [-1.5667, 6.3264, 6.8329], [-1.8078, 7.6375, 6.2258], [-2.8382, 7.5478, 5.1387], [-3.1304, 8.9361, 4.4387], [-1.8962, 9.2486, 3.7069], [-2.0217, 10.4393, 2.9534], [-1.2134, 7.8742, 9.0874], [-1.5519, 6.4049, 10.0871], [-2.2229, 7.9882, 10.4616], [-3.5101, 5.5866, 7.2522], [-2.4354, 5.0615, 8.4566], [-1.5099, 5.5037, 6.1202], [-0.6158, 6.2048, 7.3516], [-2.3047, 8.0120, 7.0214], [-3.7361, 7.1944, 5.6456], [-2.6085, 6.7870, 4.3927], [-3.5315, 9.7021, 5.1024], [-3.9297, 8.8499, 3.7026], [-1.0832, 10.5370, 2.4078], [-2.2034, 11.3237, 3.5640], [-2.6981, 10.3228, 2.1066], [-2.8658, 19.2778, 5.9602], [-4.3910, 19.1927, 6.2421], [-5.1182, 20.5074, 5.9213], [-5.0187, 21.4146, 6.9788], [-5.7588, 21.1861, 8.1717], [-4.8421, 18.2315, 5.2469], [-2.3636, 18.3145, 6.0496], [-2.3970, 19.9784, 6.6511], [-2.7423, 19.7433, 4.9824], [-4.6058, 18.6963, 7.1884], [-6.1579, 20.2232, 5.7584], [-4.7401, 20.9923, 5.0213], [-6.8440, 21.2391, 8.0842], [-5.3975, 21.8645, 8.9446], [-5.5258, 20.1877, 8.5419], [-5.8411, 18.0878, 5.2852], [-4.4322, 17.3265, 5.4287], [4.2431, 14.8006, 11.6096], [4.9527, 15.2442, 10.3376], [6.4993, 14.8864, 10.3622], [7.3711, 15.6416, 11.2124], [7.6333, 16.9330, 10.7348], [4.3193, 14.4024, 9.3002], [4.7648, 15.2662, 12.4458], [4.4446, 13.7455, 11.7945], [3.1770, 15.0219, 11.6586], [4.5862, 16.2487, 10.1260], [6.8732, 14.8473, 9.3390], [6.6030, 13.8271, 10.5973], [8.0586, 16.8436, 9.7352], [8.4250, 17.3292, 11.3707], [6.8361, 17.6758, 10.7626], [3.3569, 14.7035, 9.3564], [4.6112, 14.6887, 8.3766]], "forces_ev_per_a": [[-1.13, -0.05, 0.52], [0.15, 0.34, -0.09], [0.75, 1.28, 0.86], [-0.25, 0.60, -0.89], [0.79, -0.03, -1.73], [-1.40, -2.24, 1.50], [0.08, 0.38, -0.04], [1.64, -0.11, 0.15], [-0.34, -0.22, -0.42], [-0.47, -0.19, -0.10], [-0.14, -0.01, 0.17], [-0.09, 0.17, 0.19], [-0.03, -0.31, 0.25], [-0.64, 0.22, -0.21], [-0.08, 0.11, -0.10], [-0.67, -1.68, -1.23], [1.66, 1.59, -0.07], [-0.97, 0.02, 0.91], [-0.26, 0.44, 0.06], [0.13, 0.45, 0.67], [0.10, -0.45, -0.04], [-0.25, -0.25, -0.23], [0.26, -0.20, -0.16], [0.00, 0.06, 0.05], [0.22, -0.40, -0.07], [-0.24, 0.15, -0.36], [-1.04, 1.24, -0.07], [0.18, 0.60, 1.83], [0.80, -0.47, -1.04], [-1.62, -0.18, -0.15], [1.04, 1.61, -0.12], [-0.51, -0.43, -0.49], [0.52, -0.06, 0.58], [-0.14, -0.14, 0.27], [-0.25, 0.28, -0.06], [0.00, -0.15, -0.10], [0.00, -0.16, 0.31], [0.63, -0.26, -0.37], [-0.59, -0.82, -0.41], [0.46, -0.10, 0.35], [0.30, 0.07, 0.21], [0.30, -0.06, -0.03], [0.15, 0.04, -0.25], [-0.15, -0.44, 0.27], [-0.29, 0.14, -0.44], [0.46, -0.87, -0.41], [0.57, 0.17, 0.28], [-0.75, 0.27, 0.33], [0.25, 0.24, 0.50], [-2.51, 0.18, -0.74], [0.98, 0.25, 0.85], [-0.17, 0.82, -0.52], [0.43, 0.54, 0.38], [-1.75, -1.10, -1.81], [0.55, 1.44, 1.27], [0.46, 0.53, 0.72], [0.43, -0.22, 0.67], [0.48, 0.12, 0.26], [-0.21, -0.77, -0.08], [0.10, -0.11, -0.20], [0.73, -0.07, 0.27], [0.37, -0.30, -0.06], [0.13, 0.05, 0.18], [-0.07, 0.14, 0.30], [-0.27, -0.54, -0.58], [0.10, -0.31, -0.29], [0.41, 0.09, 0.00], [-0.13, -0.26, -0.15], [-0.04, -0.33, -0.80], [-0.21, 0.12, 0.30], [-0.18, -0.21, -0.37], [0.16, -0.29, -0.10], [0.48, 0.45, -0.42], [-0.25, -1.03, -0.74], [-0.39, 0.53, 0.36], [0.32, -1.55, 0.56], [0.19, -0.64, -0.66], [-0.55, 1.19, 0.67], [1.14, -1.83, -0.16], [-0.81, 0.36, 0.99], [0.76, -0.24, -0.75], [0.56, -0.21, 0.12], [0.11, -0.12, -0.09], [-0.79, -0.17, -0.19], [-0.63, 0.68, 0.37], [0.61, -0.03, -0.01], [-0.22, 0.12, -0.47], [0.32, 0.88, -0.05], [-0.08, 1.45, 0.01], [-0.55, 0.14, -0.38], [0.46, 0.20, -0.02], [0.94, 0.30, 0.42], [0.00, -0.51, -0.28], [0.41, 0.32, 0.28], [-0.16, -0.04, 0.00], [-0.78, 0.05, 0.33], [-0.06, 0.72, 0.92], [2.02, 0.14, -3.75], [-1.11, 0.15, 1.88], [0.18, 0.74, -0.25], [0.47, -0.76, 0.09], [-0.85, -0.65, 3.37], [-0.02, 0.05, -0.13], [-0.08, -0.14, 0.20], [0.06, -0.38, -0.12], [-0.37, 0.07, 0.66], [-0.46, 0.19, -0.19], [0.24, -0.20, 0.11], [-0.03, 0.27, -0.42], [-0.07, 0.19, -0.37], [0.00, -0.37, 0.18], [-0.86, 0.37, -1.12], [0.99, -0.60, -1.02], [1.45, 0.14, 1.01], [-0.27, -1.35, 0.09], [-0.69, 0.48, -0.11], [-1.48, -0.70, -0.26], [1.17, 0.14, 0.04], [0.23, 0.00, -0.22], [-0.32, 0.40, 0.26], [-0.38, -0.20, -0.33], [0.09, -0.01, -0.17], [1.22, 0.67, 0.19], [0.12, 0.78, -0.42], [-0.30, 0.06, 0.79], [-0.14, 0.30, -0.33], [0.03, 0.00, 0.05], [-0.52, -0.36, -0.07], [-0.47, -0.47, -0.26], [0.24, 0.09, -0.27]]}

{"formula": "C6H38O13", "method": "the ωB97M-V functional and the def2-TZVPD basis", "homo_ev": -8.675, "de_lowest_kcal_mol": 68.8, "fmax_ev_per_a": 10.69, "homo_lumo_gap_ev": 8.92, "species": ["C", "C", "C", "C", "C", "C", "H", "H", "H", "H", "H", "H", "H", "H", "H", "H", "H", "H", "H", "H", "O", "H", "H", "O", "H", "H", "O", "H", "H", "O", "H", "H", "O", "H", "H", "O", "H", "H", "O", "H", "H", "O", "H", "H", "O", "H", "H", "O", "H", "H", "O", "H", "H", "O", "H", "H", "O"], "positions_angstrom": [[2.1200, 0.3156, -1.8677], [0.5230, 0.3983, -1.9875], [-0.1989, -0.2382, -0.7811], [-0.6382, 0.5928, 0.2702], [-1.4886, 0.1735, 1.1985], [-1.9659, 1.0912, 2.3738], [2.3701, 1.1706, -1.2754], [2.6187, 0.4356, -2.8684], [2.4486, -0.6509, -1.4640], [0.2679, -0.1224, -2.9388], [0.1212, 1.3610, -2.1893], [0.4958, -0.9352, -0.4213], [-1.1384, -0.7956, -1.1550], [-0.2089, 1.7204, 0.2479], [-1.9069, -0.9222, 1.3292], [-3.0854, 1.3016, 2.3013], [-1.4033, 2.0289, 2.1854], [-1.7815, 0.6478, 3.3001], [-2.0804, 5.0130, 0.7008], [-2.3122, 3.5853, -0.0432], [-1.7933, 4.0674, 0.5768], [2.8746, -2.4139, 0.6551], [2.1205, -3.3132, -0.3191], [2.3055, -3.2187, 0.5637], [2.7885, 0.0167, 2.2558], [3.1579, 0.6298, 0.8442], [2.8435, -0.2756, 1.2994], [-1.2785, -3.0471, -2.2420], [0.0928, -2.6411, -2.3301], [-0.6713, -2.6150, -2.8070], [-3.3079, 1.5434, -0.2626], [-2.3807, 0.9346, -1.4594], [-2.8397, 1.7250, -1.1472], [2.3368, -3.1404, -2.8106], [2.1256, -1.8685, -1.7262], [1.9273, -2.8062, -2.0377], [-0.9419, -2.3973, 2.5916], [-1.1113, -3.6494, 3.2757], [-1.6296, -3.0200, 2.7707], [0.4930, 2.9164, -2.1448], [0.5357, 3.3570, -0.7473], [1.1200, 3.3644, -1.4683], [1.9599, 1.7528, 3.9684], [1.2544, 2.1659, 2.8747], [1.4303, 1.4590, 3.2809], [1.6537, 3.6302, 0.6363], [0.3185, 3.5445, 1.3607], [1.2832, 3.3588, 1.4604], [-1.3137, -2.5679, 0.2822], [-2.4368, -3.4441, 0.4069], [-2.0220, -2.9102, -0.2462], [1.0726, -2.5275, 1.5983], [0.9785, -1.0265, 1.9028], [0.5042, -1.8295, 1.9168], [-1.4233, -1.0362, -3.1282], [-2.8102, -0.6306, -3.3852], [-1.9729, -0.2582, -3.1749]], "forces_ev_per_a": [[-1.76, 0.77, -1.60], [1.11, -2.16, -1.02], [-1.02, -1.58, -3.88], [0.04, 3.73, 2.11], [-1.38, -0.65, 2.46], [-0.57, 0.70, -3.50], [0.82, 0.13, 0.71], [-0.55, -0.09, 0.89], [0.19, 1.24, 0.52], [0.17, 0.03, 0.90], [0.06, 0.78, 0.03], [0.79, -1.49, 0.82], [1.82, 0.59, 0.53], [-1.27, -2.71, 0.49], [0.99, 2.37, -0.95], [1.33, -0.22, 0.06], [-0.57, -0.32, 0.77], [0.47, -0.55, 1.54], [0.11, -1.80, -0.62], [-0.91, -0.38, -1.09], [1.15, 2.00, 1.57], [-0.61, -0.88, -0.12], [-0.65, -0.48, -3.61], [1.67, 1.07, 4.07], [-0.12, -0.32, -1.38], [-1.18, -3.11, 1.45], [1.30, 3.45, -0.12], [-1.45, -0.75, 1.07], [3.78, -0.08, 1.83], [-2.56, 0.49, -3.08], [1.40, -0.18, -2.19], [-0.26, -0.23, 0.15], [-1.52, 0.75, 1.72], [0.94, 0.30, -1.15], [0.01, -2.12, -1.67], [-1.01, 1.13, 2.24], [1.01, 1.34, -0.53], [-0.29, -0.48, 0.23], [-1.09, -1.13, 0.45], [1.92, 1.35, 1.31], [-1.40, 0.22, 1.73], [-0.58, -0.91, -3.20], [1.57, 0.49, 2.39], [-2.36, 8.66, -5.82], [1.08, -9.61, 3.74], [0.73, 0.33, -0.80], [0.73, -0.03, 0.16], [-1.57, 0.26, 0.64], [1.01, 0.61, 0.31], [-0.93, -0.94, 0.81], [0.00, 0.15, -1.12], [0.72, -0.45, -0.46], [0.84, 1.48, -0.20], [-1.56, -0.92, 0.71], [0.78, -0.92, 0.10], [-1.31, -0.19, -0.34], [-0.09, 1.25, -0.03]]}

{"formula": "C2H5NO2S", "method": "the ωB97M-V functional and the def2-TZVPD basis", "homo_ev": -10.004, "de_lowest_kcal_mol": 74.3, "fmax_ev_per_a": 3.74, "homo_lumo_gap_ev": 9.80, "species": ["C", "C", "N", "O", "O", "S", "H", "H", "H", "H", "H"], "positions_angstrom": [[1.4901, 0.8411, 0.8499], [-1.8226, -1.3286, -0.7071], [0.5721, 0.3714, 1.5205], [1.5581, 2.4467, -1.4013], [2.7431, 1.3401, 0.8361], [2.0330, 1.2211, -0.8260], [-1.5548, -1.7410, -1.6086], [-1.2398, -1.7553, 0.1183], [-1.4688, -0.2791, -0.5241], [0.5948, 0.2133, 2.4558], [-2.9052, -1.3297, -0.7135]], "forces_ev_per_a": [[0.68, 0.39, -0.59], [0.44, 2.31, 2.40], [-0.30, 0.40, -3.70], [-0.30, 0.63, 0.08], [-0.88, -0.30, 0.10], [0.28, -0.92, 0.69], [1.15, -0.66, -2.15], [-0.96, -0.83, -0.06], [-0.49, -0.56, -1.05], [0.52, -0.21, 3.42], [-0.14, -0.26, 0.86]]}